Formula: C2H5FO
Source: the Open Molecules 2025 dataset
Level of theory: wB97M-V/def2-TZVPD

The highest occupied orbital energy is -11.0 eV. Its structure (SMILES) is CCOF. The value obtained for the frontier orbital gap is 12.04 eV. The energy above the lowest of the compared OMol25 structures with the same formula, charge and spin comes out at 374.3 kJ/mol. The LUMO energy is 1.0724 eV. For the electronic energy, the calculation gives -254.1484 a.u. As for the multiplicity: 1. As for the total charge: 0.

Positions of all 9 atoms, in Å:
C 0.955 -0.427 0.041
C -0.270 0.590 -0.097
O -1.190 -0.413 0.004
F -2.481 0.176 0.037
H 0.514 -1.090 0.866
H 1.108 -1.206 -0.721
H 1.934 0.061 0.138
H -0.336 1.161 -1.037
H -0.233 1.148 0.770

Charges in e, computed with Löwdin, in the same order as the atoms: -0.053 -0.245 -0.098 -0.066 0.104 0.069 0.074 0.128 0.088